The following is a DFT calculation (ωB97M-V/def2-TZVPD) of a 13-piece molecular cluster, C66H168N10O26 overall at a distorted geometry.

The geometry in XYZ format:
```
270
Properties=species:S:1:pos:R:3:forces:R:3:lowdin_charge:R:1
C -4.608397 -8.939521 4.201559 -0.742 -0.139 0.230 -0.119
O -3.554933 -8.063539 3.934326 -0.629 -0.528 -1.651 -0.173
C -2.633165 -7.895889 4.929179 0.556 1.068 0.791 -0.264
C -1.797872 -6.669692 4.638138 0.903 -0.595 0.514 -0.228
N -0.920688 -6.808245 3.492926 -0.410 -0.195 0.130 -0.049
C -0.106853 -5.622878 3.325176 -0.472 0.367 -1.117 -0.213
C 0.619633 -5.588778 1.950604 -0.376 1.059 2.164 -0.226
O -0.301869 -5.791594 0.903870 0.116 -0.408 1.190 -0.178
C 0.344313 -5.837444 -0.327418 -0.084 -0.039 -0.536 -0.124
H -4.388937 -9.878312 4.710096 0.913 -0.311 -0.327 0.084
H -5.102992 -9.149827 3.253275 -0.029 -0.001 0.143 0.091
H -5.322832 -8.520526 4.910175 -0.303 0.621 -0.079 0.082
H -1.971693 -8.753619 5.051021 -0.096 -0.310 0.178 0.130
H -3.179295 -7.629674 5.834139 0.105 -0.422 0.663 0.122
H -1.113457 -6.580446 5.481763 -0.180 0.318 0.420 0.120
H -2.451658 -5.798261 4.602659 -0.096 0.324 -0.097 0.123
H -1.539092 -6.944033 2.705999 0.311 0.102 -0.564 0.106
H 0.548761 -5.453071 4.179247 0.617 -0.652 -0.137 0.118
H -0.695525 -4.708240 3.395791 -0.664 0.315 -0.312 0.096
H 1.516702 -6.200016 2.049369 -0.196 -0.901 -0.874 0.119
H 1.018760 -4.575233 1.911468 0.143 0.408 -0.391 0.104
H -0.390874 -6.013934 -1.112568 0.020 -0.043 0.080 0.079
H 1.065595 -6.654506 -0.311396 0.289 -0.032 -0.306 0.087
H 0.827957 -4.882213 -0.531640 0.318 0.103 -0.154 0.084
C -8.580922 -1.642861 2.988408 -1.015 0.828 0.686 -0.114
O -7.584448 -1.375943 2.043220 0.672 -2.496 0.290 -0.174
C -7.570829 -0.055933 1.662946 -0.534 0.467 -1.983 -0.237
C -6.678362 0.120896 0.421276 -0.505 -0.281 0.097 -0.206
N -5.292008 -0.241792 0.685319 -0.069 0.586 -0.669 -0.033
C -4.507831 -0.354096 -0.564865 1.239 -1.379 0.481 -0.172
C -3.033603 -0.781770 -0.290627 -0.875 0.883 0.895 -0.211
O -2.916950 -1.985205 0.448121 -0.602 0.247 0.438 -0.176
C -1.634460 -2.132290 1.075159 -0.243 -0.577 -1.340 -0.065
H -8.700705 -2.647356 3.394274 1.605 -0.110 0.128 0.091
H -9.620149 -1.574176 2.666871 -0.197 0.772 -1.152 0.080
H -8.480133 -0.840240 3.718986 -0.144 -0.487 0.864 0.089
H -7.324630 0.634372 2.469775 0.064 0.072 0.180 0.127
H -8.580484 0.083250 1.276535 -0.331 1.074 0.139 0.124
H -6.852778 1.121612 0.025984 0.503 0.384 0.205 0.116
H -7.033070 -0.527542 -0.379848 -0.562 -0.292 -0.055 0.108
H -5.438566 -1.151180 1.099619 0.884 -0.407 0.239 0.114
H -4.465314 0.611328 -1.069090 -0.044 0.115 0.090 0.102
H -4.826549 -1.095693 -1.297358 -0.902 -0.034 0.049 0.084
H -2.703517 0.064197 0.312281 0.868 0.043 0.216 0.103
H -2.478340 -0.833543 -1.227166 0.050 0.023 -0.153 0.102
H -0.945724 -2.266270 0.241014 0.709 0.496 0.193 0.078
H -1.573832 -3.089826 1.592414 -0.532 0.104 0.248 0.078
H -1.370848 -1.304677 1.733673 -0.006 0.129 -0.121 0.074
C 4.189801 5.767066 -0.990733 -0.419 -0.645 0.454 -0.084
O 3.018227 5.884259 -0.167431 -0.699 0.679 -1.654 -0.222
C 1.838801 5.821391 -1.038253 -0.817 0.178 1.602 -0.166
C 0.565801 6.019788 -0.150078 0.028 -1.421 -1.344 -0.175
N 0.620238 5.033890 0.914521 0.441 1.767 0.405 -0.065
C -0.362345 5.313925 1.956793 0.268 -1.278 0.450 -0.172
C -0.079534 4.387487 3.104063 0.833 0.071 1.494 -0.184
O 1.282768 4.531725 3.622118 -0.970 0.086 -1.694 -0.191
C 1.602298 3.516914 4.544681 0.016 0.454 -0.290 -0.101
H 5.081876 6.097306 -0.458514 -0.276 0.490 0.058 0.083
H 4.025291 6.279992 -1.938331 0.346 0.212 0.051 0.087
H 4.377982 4.711980 -1.189408 -0.126 -0.263 -0.278 0.072
H 1.839461 4.837325 -1.506989 -0.134 -0.054 -0.035 0.093
H 1.753413 6.597061 -1.799261 0.819 0.202 -0.129 0.119
H -0.344905 5.744024 -0.681735 0.047 0.121 -0.833 0.112
H 0.368480 7.056578 0.122380 0.624 0.220 0.540 0.117
H 1.564480 5.172157 1.245260 0.217 -0.288 0.998 0.084
H -1.317869 4.967672 1.562867 -0.303 0.434 -0.022 0.104
H -0.454583 6.330391 2.339384 0.318 0.398 -0.447 0.127
H -0.299880 3.371043 2.777884 0.433 -0.370 0.042 0.102
H -0.709175 4.573705 3.974103 -0.483 0.079 -0.212 0.116
H 2.677001 3.593036 4.709972 -0.102 -0.003 0.369 0.084
H 1.408416 2.533706 4.115956 -0.176 -0.177 0.176 0.065
H 1.009473 3.701801 5.440499 0.218 -0.479 0.312 0.083
C 6.586503 4.012829 2.661780 -1.266 -0.499 -0.164 -0.072
O 5.795999 2.836090 2.446417 2.239 -0.836 -0.083 -0.200
C 4.442130 2.975930 2.204558 -0.723 -0.157 0.309 -0.209
C 3.703298 1.618161 2.163860 -0.388 -0.177 0.019 -0.164
N 3.548651 0.950854 0.881667 0.942 -1.427 0.397 -0.058
C 4.854948 0.473366 0.362778 -0.481 2.173 0.623 -0.180
C 4.868197 -0.273600 -0.917923 -0.255 -0.005 -1.602 -0.200
O 4.112207 0.232412 -2.023608 -1.148 0.797 -0.325 -0.201
C 4.316779 1.607842 -2.343541 -0.062 0.158 1.065 -0.090
H 7.641755 3.759518 2.559917 -0.179 -0.207 0.366 0.089
H 6.299286 4.395831 3.641017 0.476 0.272 0.195 0.088
H 6.383419 4.792598 1.927723 -0.214 0.067 -0.239 0.069
H 4.335458 3.522556 1.267588 -0.626 0.269 -0.168 0.122
H 4.002972 3.503442 3.051291 -0.294 0.546 -0.130 0.092
H 2.675738 1.718014 2.513522 0.014 0.632 0.109 0.092
H 4.126732 0.939359 2.904150 0.415 -0.038 -0.021 0.121
H 2.977365 1.567079 0.321313 0.356 0.252 -0.720 0.059
H 5.299370 -0.195527 1.099768 0.009 0.088 0.213 0.124
H 5.455931 1.382156 0.331029 0.781 -0.188 -0.248 0.108
H 4.481833 -1.271481 -0.710402 -0.053 -0.066 -0.441 0.092
H 5.854810 -0.318795 -1.379077 0.649 -0.422 0.888 0.132
H 3.580703 2.033785 -3.025340 -0.219 -0.842 -0.329 0.075
H 5.303358 1.846812 -2.740622 0.292 -0.322 -0.052 0.090
H 4.158594 2.213969 -1.451536 0.227 0.147 0.265 0.059
C -1.745810 3.403790 6.703249 0.920 0.269 -0.292 -0.088
O -1.339562 2.742768 5.496999 -0.096 -0.157 1.069 -0.222
C -2.087255 1.587779 5.172587 -0.050 -0.862 -0.055 -0.213
C -1.293240 0.660714 4.196451 -0.126 1.731 1.624 -0.165
N -0.060619 0.154807 4.848089 -2.120 -0.270 -0.196 -0.043
C 0.849374 -0.494736 3.960084 2.272 0.382 0.360 -0.210
C 2.122475 -0.818097 4.813183 -1.095 -0.156 -0.035 -0.205
O 2.696657 0.354149 5.414468 0.590 -1.116 0.019 -0.214
C 3.811647 -0.005528 6.284521 -0.861 0.523 -0.912 -0.075
H -2.569198 4.100794 6.547318 -0.308 -0.225 -0.094 0.086
H -0.894827 3.999586 7.033314 0.128 0.204 -0.265 0.077
H -1.918548 2.760885 7.566351 -0.398 -0.524 -0.324 0.088
H -3.077968 1.878435 4.823171 0.001 0.043 -0.828 0.108
H -2.354364 0.968763 6.029077 0.511 0.060 0.666 0.115
H -1.052433 1.317037 3.360179 0.018 -0.287 -0.702 0.086
H -2.036903 -0.096350 3.947634 0.503 -0.381 -0.351 0.120
H 0.433988 0.912364 5.297055 -0.130 0.200 0.063 0.087
H 1.128944 0.138207 3.117874 0.257 0.397 -0.300 0.092
H 0.529158 -1.400322 3.444848 -0.509 -0.285 0.578 0.113
H 2.814507 -1.440104 4.245468 0.514 0.399 -0.296 0.108
H 1.781501 -1.457396 5.627512 -0.145 -0.166 0.214 0.112
H 4.662572 -0.333618 5.687531 0.193 0.279 -0.147 0.080
H 3.601608 -0.840393 6.953099 -0.505 0.065 0.154 0.081
H 4.019356 0.904997 6.846568 0.237 -0.223 -0.010 0.087
C 3.538672 14.500662 2.896730 -0.345 -0.270 0.536 -0.133
O 4.081586 13.387591 2.250828 0.231 -0.986 -0.992 -0.233
C 5.418910 12.896234 2.563790 -1.790 1.336 2.125 -0.140
C 5.412343 11.987176 3.835029 0.750 -0.503 -0.882 -0.205
N 5.158066 10.646398 3.402261 0.747 -1.568 -0.429 -0.093
C 3.815262 10.296643 3.066611 -1.159 0.281 0.371 -0.213
C 3.542934 8.945622 2.408600 0.720 -0.429 -0.129 -0.187
O 4.136324 7.870739 3.147352 0.129 1.061 0.761 -0.177
C 3.813612 6.578000 2.721639 0.019 -0.052 -0.688 -0.110
H 2.513570 14.627009 2.548450 0.075 -0.077 -0.411 0.085
H 4.059090 15.442008 2.720265 0.378 0.002 0.009 0.083
H 3.399647 14.320822 3.962762 0.409 0.130 0.369 0.078
H 5.973069 13.807409 2.789095 0.745 -0.130 -0.396 0.109
H 5.737337 12.297559 1.710393 0.160 0.334 0.147 0.124
H 4.792460 12.279335 4.682667 -0.625 0.644 -0.218 0.112
H 6.401224 11.911414 4.287228 0.336 0.515 -0.261 0.115
H 5.650673 9.950701 3.943962 -0.326 -0.038 0.055 0.113
H 3.441935 11.116959 2.453584 -0.095 -0.289 -0.592 0.112
H 3.148389 10.382231 3.924550 -0.177 -0.244 0.677 0.114
H 3.905525 8.951358 1.380690 0.379 -0.104 -0.215 0.119
H 2.472904 8.755281 2.325497 -0.308 0.231 0.201 0.115
H 4.486761 6.272147 1.920748 -0.004 -0.027 -0.310 0.063
H 2.794525 6.542747 2.336527 -0.101 -0.147 0.097 0.069
H 3.935873 5.831854 3.506763 -0.113 0.412 0.347 0.080
C -6.314496 0.176497 -3.489920 -0.729 0.205 -0.013 -0.089
O -5.968193 1.342446 -4.235177 -0.432 -0.652 -0.238 -0.181
C -5.680204 1.022527 -5.595641 -0.795 1.124 0.043 -0.227
C -4.262099 0.635308 -5.727843 -0.345 -1.049 -0.607 -0.225
N -3.431929 1.693618 -5.190723 1.301 -0.523 0.957 -0.027
C -3.034969 1.458467 -3.794483 0.657 0.883 0.395 -0.166
C -2.237824 2.703459 -3.219831 0.244 -2.140 -0.678 -0.103
O -0.814930 2.468522 -3.506104 -1.417 1.397 -0.179 -0.255
C 0.086605 3.563673 -3.332750 -0.228 -0.639 1.171 -0.075
H -5.672247 -0.695023 -3.616674 0.878 0.374 0.138 0.066
H -7.283391 -0.229863 -3.780141 -0.426 0.362 -0.136 0.078
H -6.376508 0.477216 -2.444058 0.174 -0.148 -0.124 0.071
H -5.719815 1.932824 -6.193884 -0.719 0.421 0.242 0.123
H -6.423746 0.341153 -6.009123 0.058 -0.351 0.004 0.126
H -4.088272 0.424850 -6.783118 0.347 0.325 -0.259 0.121
H -4.190448 -0.361203 -5.292027 0.956 0.153 0.709 0.119
H -3.926304 2.571713 -5.122712 -0.438 -0.005 -0.649 0.102
H -2.476833 0.524914 -3.723270 0.508 0.224 -0.060 0.105
H -3.887064 1.291476 -3.135593 -0.312 0.262 -0.004 0.084
H -2.469129 2.748620 -2.155613 0.598 0.038 0.330 0.103
H -2.629621 3.627519 -3.644940 0.347 0.132 -0.388 0.120
H 0.112514 3.733696 -2.256403 0.166 0.577 0.073 0.058
H -0.135235 4.484016 -3.872982 -0.404 -0.131 -0.193 0.099
H 1.085629 3.221562 -3.602962 -0.079 -0.123 -0.206 0.089
C 4.619296 -3.420588 1.754467 -0.516 -0.396 -0.045 -0.102
O 5.259558 -4.667290 1.714280 0.919 -1.168 0.090 -0.194
C 5.120119 -5.399434 0.502275 1.016 0.653 -0.832 -0.193
C 6.033330 -6.670705 0.331106 -0.713 1.368 1.140 -0.189
N 7.436369 -6.487852 0.706734 -1.560 1.251 -1.042 -0.085
C 8.218217 -7.701499 0.691367 -1.002 1.054 -0.218 -0.195
C 8.259055 -8.406586 -0.701866 1.667 0.214 0.511 -0.176
O 9.051596 -7.749724 -1.716878 0.489 -2.156 0.947 -0.194
C 8.417059 -6.804142 -2.503694 -1.163 0.622 1.038 -0.135
H 5.028588 -2.896364 2.618042 -0.088 0.165 -0.194 0.092
H 3.544598 -3.560061 1.871376 -0.302 0.033 0.281 0.077
H 4.703822 -2.850549 0.829256 0.531 0.131 -0.117 0.066
H 5.403165 -4.719279 -0.301080 -0.103 0.249 -0.311 0.110
H 4.074751 -5.670450 0.354421 -0.152 -0.267 -0.049 0.112
H 5.990904 -6.946870 -0.722483 -0.280 -0.046 0.059 0.099
H 5.478607 -7.389767 0.933871 0.384 -0.910 0.118 0.110
H 7.480088 -5.954489 1.563312 0.212 -0.201 0.126 0.107
H 7.765707 -8.329457 1.458828 0.251 -1.053 -0.123 0.109
H 9.176117 -7.344093 1.069265 0.482 -0.758 -0.478 0.122
H 7.323637 -8.755307 -1.139470 -0.391 0.426 0.297 0.114
H 8.804615 -9.315000 -0.446464 0.166 -0.194 -0.386 0.111
H 7.398881 -7.083557 -2.774487 -0.237 -0.457 -0.273 0.075
H 8.965804 -6.629974 -3.429248 0.217 0.291 0.399 0.092
H 8.278166 -5.998656 -1.782580 0.091 1.181 -0.934 0.080
C -10.121705 -1.305181 -5.337965 0.275 0.821 -0.332 -0.115
O -9.156344 -1.681876 -4.383196 -0.889 0.641 0.250 -0.205
C -8.637383 -2.923752 -4.739253 0.111 -0.622 0.580 -0.245
C -7.863021 -3.530942 -3.567755 0.905 0.353 -1.046 -0.162
N -6.364336 -3.465292 -3.794538 -2.508 -0.740 0.248 -0.040
C -5.724402 -3.755937 -2.547445 2.531 -0.822 -0.505 -0.219
C -4.205236 -4.039808 -2.794684 -0.240 1.726 1.378 -0.161
O -3.554436 -2.757139 -2.981522 -0.432 -0.651 -0.798 -0.209
C -2.166555 -2.872393 -3.183095 0.671 -0.509 0.343 -0.115
H -10.870221 -2.069583 -5.546595 -0.138 -0.204 0.384 0.085
H -9.633626 -1.108341 -6.292494 0.136 0.072 -0.298 0.085
H -10.597118 -0.373789 -5.030430 -0.011 -0.156 0.187 0.092
H -8.046415 -2.792271 -5.645652 0.380 -0.372 -0.121 0.126
H -9.478924 -3.577967 -4.967081 -0.076 -0.255 -0.229 0.112
H -8.219356 -4.551796 -3.429987 0.646 -0.348 -0.259 0.111
H -8.186625 -3.064025 -2.637497 0.119 0.593 0.100 0.114
H -6.112434 -2.531241 -4.084720 -0.086 0.087 -0.071 0.074
H -6.068725 -4.687371 -2.098033 -0.566 0.055 -0.123 0.122
H -5.841803 -2.941043 -1.833117 0.145 -0.033 0.394 0.104
H -3.986903 -4.734395 -3.605849 -0.296 0.147 -0.292 0.105
H -3.789142 -4.449543 -1.874317 0.089 -0.284 0.193 0.117
H -1.735351 -1.945585 -3.561503 -0.180 0.084 0.123 0.078
H -1.834753 -3.690052 -3.822983 -0.587 -0.105 -0.841 0.076
H -1.655761 -3.193279 -2.275228 0.011 0.489 0.704 0.079
C 3.261326 -2.538025 -2.989986 -0.226 0.156 0.288 -0.114
O 2.826841 -3.691750 -3.661989 -0.702 -0.428 -0.251 -0.173
C 1.441943 -3.681306 -4.001154 -0.338 -0.800 0.410 -0.222
C 1.066550 -4.975110 -4.692878 0.112 -0.092 0.022 -0.197
N 0.889915 -6.118771 -3.777832 0.594 -0.272 -0.049 -0.054
C 0.600735 -7.440605 -4.371943 -1.441 1.737 -0.262 -0.174
C -0.915136 -7.436664 -4.777796 1.053 -0.741 0.205 -0.206
O -1.187795 -6.655912 -5.952780 0.383 -0.975 0.566 -0.192
C -2.558144 -6.609412 -6.270787 -0.371 -0.042 0.249 -0.117
H 4.196591 -2.766924 -2.479114 0.208 0.024 -0.401 0.080
H 2.577709 -2.239709 -2.195155 -0.359 0.059 0.083 0.083
H 3.355091 -1.695867 -3.675606 0.221 0.087 0.025 0.083
H 1.125363 -2.869297 -4.655756 0.470 0.396 -0.084 0.114
H 0.803473 -3.638975 -3.118740 0.129 0.377 0.526 0.108
H 1.834164 -5.084740 -5.458946 0.144 -0.612 -0.299 0.121
H 0.116901 -4.816235 -5.203761 0.043 -0.051 -0.009 0.104
H 1.693934 -6.265079 -3.184319 0.318 0.558 -0.007 0.097
H 0.817268 -8.187185 -3.607849 -0.512 -0.048 0.122 0.111
H 1.245165 -7.717625 -5.206244 -0.034 0.198 -0.458 0.111
H -1.515408 -7.109754 -3.928736 0.059 0.553 0.127 0.111
H -1.173716 -8.492506 -4.858006 -0.388 -0.253 -0.840 0.108
H -3.069161 -7.570762 -6.323337 0.429 -0.575 -0.140 0.082
H -2.685930 -6.133290 -7.242940 0.137 0.205 0.211 0.092
H -3.117204 -6.098801 -5.486677 -0.045 0.556 0.007 0.067
C 1.044629 0.290117 -5.157542 -1.532 1.801 0.682 -0.167
C 0.540447 1.338560 -6.172026 0.990 -0.552 -0.247 -0.262
O -0.501154 0.842469 -6.971220 -0.150 0.147 -0.133 -0.050
O -0.007599 0.122940 -4.126931 1.755 -1.734 -1.541 -0.109
H 1.949906 0.715307 -4.724206 0.229 -0.146 0.398 0.096
H 1.327018 -0.629412 -5.670211 -0.550 -0.188 0.307 0.109
H 1.362810 1.611118 -6.833479 0.195 -0.323 -0.308 0.115
H 0.303209 2.299506 -5.715501 -0.384 -0.158 0.433 0.098
H -1.300716 0.894175 -6.442417 -0.359 0.016 0.148 0.056
H -0.150811 0.983439 -3.726126 -0.135 0.420 -0.014 0.000
C 0.319177 1.691246 -0.112813 -0.046 2.560 -0.567 -0.158
C 0.623472 0.338581 -0.725080 0.387 -0.037 1.420 -0.207
O 1.300274 -0.504633 0.206771 -0.826 -0.537 -0.642 -0.089
O 1.451788 2.644122 -0.022335 0.512 -2.769 -0.677 -0.117
H -0.207394 1.708779 0.841393 0.219 -0.746 0.314 0.102
H -0.338016 2.268314 -0.763343 -0.638 -0.534 -0.434 0.089
H 1.153661 0.462874 -1.669293 0.192 -0.070 -0.073 0.111
H -0.302739 -0.205094 -0.911253 -0.182 0.399 -0.254 0.095
H 2.190964 -0.179431 0.356860 0.647 0.420 0.408 0.014
H 1.148697 3.461006 0.380705 -0.756 0.679 0.398 0.008
C -3.746721 2.766541 1.982767 1.106 2.127 -1.341 -0.296
C -4.402601 3.715542 0.972244 -0.215 0.383 -0.525 -0.213
O -3.441544 4.547241 0.263746 -0.372 -0.848 0.629 -0.083
O -4.690619 1.962632 2.556033 -0.489 0.079 0.953 -0.047
H -3.275520 3.491019 2.646990 0.032 -0.500 0.871 0.118
H -2.930457 2.210924 1.521146 0.153 -0.226 -0.245 0.108
H -5.110855 4.338278 1.518746 0.091 0.234 0.272 0.119
H -5.044835 3.181813 0.271689 0.200 -0.413 -0.381 0.104
H -3.950943 5.164612 -0.266308 0.014 0.078 -0.033 0.079
H -4.967803 1.398406 1.830478 -0.294 -1.175 -0.132 0.033
```
Positions in Å, forces in eV/Å.

Output
gap between HOMO and LUMO = 8.6 eV
LUMO level = 0.308 eV
relative energy (zero: lowest compared OMol25 entry of this formula, charge and spin) = 56.76 kcal/mol
multiplicity = 1
E_tot = -5118.57611 hartree